Record 1
A structure of composition C10H14F15KN3O12S5 in a non-equilibrium geometry, computed with ωB97M-V/def2-TZVPD.

CARTESIAN COORDINATES (ANGSTROEM)
K -1.523675 0.485027 -0.732523
C 1.585888 -0.236645 -3.361043
F 1.431545 0.630681 -4.364594
F 2.791023 -0.788685 -3.486239
F 1.553297 0.504037 -2.228186
S 0.238535 -1.487251 -3.320611
O 0.691865 -2.262278 -2.160038
O -0.976396 -0.738087 -3.068929
O 0.252675 -2.216432 -4.539450
C 3.465190 -2.381140 2.052876
N 3.073992 -2.498374 0.617312
C 4.024372 -3.420507 -0.053788
C 1.728839 -3.160081 0.516751
C 3.138329 -1.195626 -0.151345
C 2.525392 -0.001370 0.538904
O 1.172791 -0.357622 0.780223
H 4.496021 -2.032085 2.087742
H 3.499741 -3.398225 2.444709
H 2.743303 -1.788408 2.598439
H 3.963194 -4.395022 0.423391
H 5.013941 -2.978108 -0.062987
H 3.657459 -3.566309 -1.069412
H 1.767286 -4.064578 1.119838
H 1.496562 -3.356471 -0.526028
H 1.005133 -2.474122 0.933295
H 2.601166 -1.453275 -1.066743
H 4.192233 -0.994484 -0.344490
H 2.638340 0.838374 -0.142178
H 2.982015 0.186437 1.515648
H 0.668417 0.441021 1.106467
C -2.984820 3.461215 -1.317813
F -3.261876 2.865773 -0.166105
F -3.315441 4.743898 -1.210556
F -1.658401 3.399509 -1.527058
S -3.851018 2.622654 -2.774904
O -5.155520 3.165065 -2.783953
O -2.970273 2.880915 -3.858684
N -3.693711 1.026724 -2.269940
S -5.131056 0.578840 -1.834865
O -5.556391 1.315450 -0.662964
O -6.128966 0.430934 -2.846170
C -4.844892 -1.132055 -1.155116
F -3.695900 -1.200151 -0.426413
F -5.837659 -1.437387 -0.338988
F -4.759099 -2.042175 -2.121617
C -0.741648 -0.197153 3.988097
F -0.875829 -1.445388 3.505718
F -1.294124 -0.130537 5.195792
F 0.558635 0.081014 4.091938
S -1.612122 1.006123 2.849990
O -2.536402 0.245618 2.065269
O -2.151448 1.991060 3.715693
N -0.374279 1.516548 1.825697
S 0.018829 3.000252 2.397353
O -0.984124 3.978511 2.186529
O 0.729200 2.952934 3.640760
C 1.305134 3.501612 1.166123
F 0.878361 3.374984 -0.092241
F 1.578435 4.786329 1.391148
F 2.447913 2.818489 1.310259

Forces on atoms 1 to 2 (eV/Å):
K 0.1 -0.1 0.0
C -0.9 0.7 -0.7

As for the HOMO-LUMO gap: 0.2925 Eh. For the total energy, the calculation gives -150902.549 eV. Its net charge is -1. For the LUMO energy, the calculation gives 1.204 eV. The value obtained for the HOMO energy is -6.76 eV. The energy above the lowest of the compared OMol25 structures with the same formula, charge and spin is 0.0000 eV.

=====

Record 2
A structure of composition C10H14InN5O2S5Sb, computed with ωB97M-V/def2-TZVPD.

CARTESIAN COORDINATES (ANGSTROEM)
In 0.567441 0.456550 -1.157426
C -1.507487 -1.315181 2.589214
C -1.288658 -0.293719 1.509416
N -0.239202 0.429139 1.452998
N 0.688516 0.271377 2.424431
C 1.872378 0.964916 2.453439
N 2.805530 0.369170 3.250432
S 2.101686 2.429095 1.735636
C -2.255406 -0.176467 0.398984
C -3.618529 -0.375143 0.589176
C -4.475790 -0.281895 -0.496021
C -3.955972 0.004311 -1.745056
C -2.586471 0.186202 -1.860090
N -1.767716 0.094713 -0.819230
H -0.715648 -2.068078 2.512087
H -2.458222 -1.825164 2.472586
H -1.464458 -0.854264 3.578569
H 0.695036 -0.603724 2.935637
H 2.924350 -0.629262 3.089253
H 3.671391 0.880383 3.284075
H -4.015357 -0.572098 1.575614
H -5.540603 -0.420605 -0.359299
H -4.576724 0.080790 -2.625640
H -2.135839 0.405578 -2.821908
N 2.965090 0.248753 -1.245666
C 3.236781 -1.146861 -0.893800
C 2.275807 -1.605083 0.213074
O 2.716034 -2.170010 1.220416
O 1.038352 -1.370864 -0.007801
H 3.299382 0.480722 -2.174874
H 3.372264 0.903911 -0.584672
H 4.267115 -1.337893 -0.592000
H 2.991975 -1.767826 -1.758521
S -1.903304 2.647320 -4.582435
Sb 0.201796 2.269478 -3.821254
S 0.259066 2.833100 -1.428248
S 0.461912 -0.168566 -3.503615
S 2.093474 3.027206 -4.807465

Forces on atoms 1 to 2 (eV/Å):
In 0.1 -0.2 0.0
C -0.1 0.1 -0.1

As for the HOMO-LUMO gap: 0.2312 Eh. For the total energy, the calculation gives -88036.662 eV. Its net charge is -1. For the LUMO energy, the calculation gives 1.771 eV. The value obtained for the HOMO energy is -4.52 eV. The energy above the lowest of the compared OMol25 structures with the same formula, charge and spin is 0.0000 eV.

=====

Repeat the second record exactly.
A structure of composition C10H14InN5O2S5Sb, computed with ωB97M-V/def2-TZVPD.

CARTESIAN COORDINATES (ANGSTROEM)
In 0.567441 0.456550 -1.157426
C -1.507487 -1.315181 2.589214
C -1.288658 -0.293719 1.509416
N -0.239202 0.429139 1.452998
N 0.688516 0.271377 2.424431
C 1.872378 0.964916 2.453439
N 2.805530 0.369170 3.250432
S 2.101686 2.429095 1.735636
C -2.255406 -0.176467 0.398984
C -3.618529 -0.375143 0.589176
C -4.475790 -0.281895 -0.496021
C -3.955972 0.004311 -1.745056
C -2.586471 0.186202 -1.860090
N -1.767716 0.094713 -0.819230
H -0.715648 -2.068078 2.512087
H -2.458222 -1.825164 2.472586
H -1.464458 -0.854264 3.578569
H 0.695036 -0.603724 2.935637
H 2.924350 -0.629262 3.089253
H 3.671391 0.880383 3.284075
H -4.015357 -0.572098 1.575614
H -5.540603 -0.420605 -0.359299
H -4.576724 0.080790 -2.625640
H -2.135839 0.405578 -2.821908
N 2.965090 0.248753 -1.245666
C 3.236781 -1.146861 -0.893800
C 2.275807 -1.605083 0.213074
O 2.716034 -2.170010 1.220416
O 1.038352 -1.370864 -0.007801
H 3.299382 0.480722 -2.174874
H 3.372264 0.903911 -0.584672
H 4.267115 -1.337893 -0.592000
H 2.991975 -1.767826 -1.758521
S -1.903304 2.647320 -4.582435
Sb 0.201796 2.269478 -3.821254
S 0.259066 2.833100 -1.428248
S 0.461912 -0.168566 -3.503615
S 2.093474 3.027206 -4.807465

Forces on atoms 1 to 2 (eV/Å):
In 0.1 -0.2 0.0
C -0.1 0.1 -0.1

As for the HOMO-LUMO gap: 0.2312 Eh. For the total energy, the calculation gives -88036.662 eV. Its net charge is -1. For the LUMO energy, the calculation gives 1.771 eV. The value obtained for the HOMO energy is -4.52 eV. The energy above the lowest of the compared OMol25 structures with the same formula, charge and spin is 0.0000 eV.